ORCA calculation (ωB97M-V/def2-TZVPD) on a 2-piece molecular cluster, HN2P overall.

Properties
Calculated total energy: -451.324728 a.u.
Gap between HOMO and LUMO: 9.7 eV
Relative energy (zero: lowest compared OMol25 entry of this formula, charge and spin): 2.092 eV
E_HOMO: -9.76 eV

```
4
HN2P (ωB97M-V/def2-TZVPD)
N -2.411 -0.629 -0.592
N -2.403 -0.712 0.620
P -1.648 0.769 0.060
H 0.355 0.358 -0.214
```